A structure of composition C24H35Cl2N2O4PS4SbSe4Ti. Source: the Open Molecules 2025 dataset; level of theory: wB97M-V/def2-TZVPD.

Positions of all 78 atoms, in Å:
Ti1 0.42 1.77 -0.04
S1 3.69 0.14 5.47
Sb1 2.64 2.10 5.05
S2 3.28 2.60 2.64
S3 1.24 2.84 2.29
S4 0.56 1.48 3.72
Se1 2.64 3.15 -0.65
Se2 3.20 2.71 -2.82
Se3 -0.15 4.70 -2.80
Se4 0.54 4.44 -0.65
O1 0.18 0.17 0.90
N1 1.56 0.29 0.50
C1 4.61 -1.84 -1.13
C2 3.87 -0.63 -0.55
C3 4.82 0.32 0.17
P1 2.44 -1.05 0.50
C4 2.91 -1.47 2.20
C5 4.08 -2.43 2.39
C6 1.67 -1.92 2.98
C7 1.42 -2.40 -0.20
C8 1.95 -3.82 -0.07
C9 0.99 -2.06 -1.63
H1 5.45 -1.47 -1.73
H2 3.98 -2.44 -1.78
H3 5.03 -2.48 -0.35
H4 3.40 -0.07 -1.37
H5 5.39 -0.19 0.95
H6 4.30 1.16 0.62
H7 5.53 0.72 -0.56
H8 3.20 -0.49 2.60
H9 3.87 -3.43 2.02
H10 4.28 -2.50 3.46
H11 4.99 -2.07 1.91
H12 1.35 -2.93 2.68
H13 0.84 -1.22 2.84
H14 1.92 -1.93 4.04
H15 0.53 -2.30 0.44
H16 2.88 -3.97 -0.62
H17 1.21 -4.51 -0.48
H18 2.12 -4.11 0.97
H19 1.82 -2.18 -2.33
H20 0.63 -1.03 -1.70
H21 0.19 -2.73 -1.94
Cl1 -5.28 0.38 2.93
C10 -4.13 -0.46 1.92
C11 -3.08 -1.11 2.52
C12 -2.14 -1.76 1.73
C13 -2.30 -1.77 0.36
C14 -3.37 -1.12 -0.23
Cl2 -3.54 -1.23 -1.95
C15 -4.30 -0.40 0.53
N2 -5.37 0.29 -0.06
C16 -5.14 1.22 -1.14
C17 -5.88 1.03 -2.30
C18 -5.67 1.84 -3.40
C19 -4.72 2.85 -3.35
C20 -4.01 3.05 -2.18
C21 -4.23 2.27 -1.05
C22 -3.48 2.61 0.21
C23 -2.04 2.17 0.20
O2 -1.26 2.53 1.12
O3 -1.56 1.50 -0.75
H22 -2.98 -1.09 3.60
H23 -1.29 -2.24 2.19
H24 -1.59 -2.27 -0.28
H25 -6.03 0.63 0.63
H26 -6.57 0.20 -2.34
H27 -6.24 1.68 -4.31
H28 -4.52 3.47 -4.21
H29 -3.26 3.84 -2.14
H30 -3.95 2.20 1.11
H31 -3.46 3.69 0.36
C24 -0.37 1.08 -3.09
O4 0.60 1.31 -2.06
H32 0.18 0.85 -4.01
H33 -0.98 1.97 -3.23
H34 -0.99 0.24 -2.80
H35 1.45 1.66 -2.48

Results
* frontier orbital gap: 6.39 eV
* relative energy (zero: lowest compared OMol25 entry of this formula, charge and spin): 0.0 kcal/mol
* highest occupied orbital energy: -4.47 eV
* net charge: -1
* total energy: -14896.24415 hartree


The molecule C5H10O2 at a distorted geometry. Source: the Open Molecules 2025 dataset; level of theory: wB97M-V/def2-TZVPD.

Positions of all 17 atoms, in Å:
C1 1.69 1.19 -0.48
O1 1.07 0.26 -1.33
C2 0.26 -0.71 -0.75
C3 0.42 -1.34 0.62
O2 -0.99 -1.81 0.41
C4 -1.23 -0.61 -0.41
C5 -1.71 0.61 0.38
H1 1.14 1.33 0.46
H2 2.72 0.88 -0.25
H3 1.72 2.13 -1.03
H4 0.29 -1.57 -1.42
H5 0.33 -0.78 1.54
H6 1.33 -1.96 0.72
H7 -1.88 -0.79 -1.27
H8 -1.44 1.51 -0.18
H9 -2.80 0.61 0.52
H10 -1.25 0.67 1.37

Results
* structure (SMILES): CO[C@H]1CO[C@H]1C
* frontier orbital gap: 10.61 eV
* relative energy (zero: lowest compared OMol25 entry of this formula, charge and spin): 77.3 kcal/mol
* highest occupied orbital energy: -9.67 eV
* total energy: -346.90229 hartree


The molecule C6H8O3S3 at a distorted geometry. Source: the Open Molecules 2025 dataset; level of theory: wB97M-V/def2-TZVPD.

Positions of all 20 atoms, in Å:
C1 0.17 1.23 -1.74
C2 1.15 0.16 -1.37
O1 2.48 0.52 -1.16
C3 3.09 -0.68 -0.96
C4 2.23 -1.72 -0.90
C5 0.93 -1.18 -1.11
S1 -0.64 -2.02 -1.10
O2 -1.38 -1.53 0.39
S2 -0.50 -0.86 1.72
C6 -1.89 -1.11 2.80
O3 -0.36 0.52 1.37
S3 1.05 -1.87 2.28
H1 0.68 2.14 -2.04
H2 -0.35 0.95 -2.70
H3 -0.32 1.63 -0.80
H4 4.21 -0.79 -0.74
H5 2.39 -2.63 -0.45
H6 -2.64 -0.36 2.85
H7 -2.20 -2.19 2.60
H8 -1.33 -1.24 3.83

Results
* structure (SMILES): Cc1occc1SO[S@](C)(=O)=S
* frontier orbital gap: 8.72 eV
* relative energy (zero: lowest compared OMol25 entry of this formula, charge and spin): 0.0 kcal/mol
* highest occupied orbital energy: -8.61 eV
* total energy: -1653.58608 hartree


The molecule C21H20N4O5S2 at a distorted geometry. Source: the Open Molecules 2025 dataset; level of theory: wB97M-V/def2-TZVPD.

Positions of all 52 atoms, in Å:
C1 -9.04 -2.06 -1.52
O1 -8.72 -1.16 -0.49
C2 -7.42 -0.77 -0.35
C3 -7.16 0.14 0.67
C4 -5.88 0.59 0.91
C5 -4.82 0.15 0.12
N1 -3.50 0.59 0.36
C6 -2.37 -0.15 -0.15
C7 -1.17 0.40 0.63
C8 0.11 0.40 -0.20
O2 0.13 0.16 -1.39
N2 1.20 0.73 0.55
C9 2.53 0.88 0.15
C10 3.46 1.24 1.12
C11 4.79 1.40 0.79
C12 5.18 1.20 -0.52
S1 6.89 1.38 -0.96
O3 7.04 1.93 -2.27
O4 7.64 1.95 0.12
N3 7.37 -0.26 -1.16
C13 7.44 -1.05 -0.07
N4 6.70 -0.90 0.98
C14 6.96 -1.84 1.92
C15 7.92 -2.75 1.60
S2 8.55 -2.41 0.02
C16 4.28 0.85 -1.50
C17 2.95 0.68 -1.17
C18 -1.62 1.82 0.97
C19 -3.15 1.74 1.00
O5 -3.87 2.56 1.49
C20 -5.08 -0.75 -0.91
C21 -6.36 -1.21 -1.14
H1 -8.53 -3.02 -1.39
H2 -10.12 -2.22 -1.44
H3 -8.81 -1.66 -2.51
H4 -7.98 0.48 1.28
H5 -5.70 1.30 1.70
H6 -2.21 0.02 -1.22
H7 -2.51 -1.22 0.02
H8 -1.01 -0.18 1.54
H9 1.04 0.91 1.53
H10 3.14 1.39 2.14
H11 5.54 1.67 1.52
H12 8.02 -0.42 -1.91
H13 6.41 -1.81 2.84
H14 8.28 -3.58 2.16
H15 4.63 0.72 -2.51
H16 2.22 0.41 -1.92
H17 -1.34 2.53 0.19
H18 -1.25 2.20 1.92
H19 -4.29 -1.10 -1.55
H20 -6.52 -1.91 -1.95

Results
* structure (SMILES): COc1ccc(N2C[C@@H](C(=O)Nc3ccc(S(=O)(=O)Nc4nccs4)cc3)CC2=O)cc1
* frontier orbital gap: 8.41 eV
* relative energy (zero: lowest compared OMol25 entry of this formula, charge and spin): 0.0 kcal/mol
* highest occupied orbital energy: -8.09 eV
* total energy: -2203.86839 hartree


A structure of composition C21H33CrN2O2Si at a distorted geometry. Source: the Open Molecules 2025 dataset; level of theory: wB97M-V/def2-TZVPD.

Positions of all 60 atoms, in Å:
Cr1 0.88 0.37 0.74
C1 5.04 0.77 1.88
C2 3.54 0.41 2.02
O1 2.78 0.55 1.01
C3 3.07 -0.14 3.22
C4 1.63 -0.19 3.56
C5 1.31 -1.04 4.83
N1 0.71 0.35 2.76
N2 -0.62 0.19 3.32
C6 -1.46 0.10 2.36
O2 -1.20 0.24 1.07
C7 -2.88 -0.07 2.75
C8 -3.25 -0.38 4.06
C9 -4.61 -0.63 4.33
C10 -5.51 -0.60 3.29
C11 -5.17 -0.19 2.02
C12 -3.86 0.00 1.74
H1 5.03 1.87 1.90
H2 5.35 0.36 0.90
H3 5.64 0.39 2.74
H4 3.76 -0.44 4.03
H5 2.21 -1.35 5.29
H6 0.65 -1.80 4.61
H7 0.78 -0.35 5.50
H8 -2.50 -0.56 4.80
H9 -4.95 -0.92 5.33
H10 -6.47 -0.98 3.39
H11 -5.80 -0.36 1.15
H12 -3.48 0.31 0.76
C13 1.83 1.94 -2.65
Si1 0.77 0.53 -1.92
C14 1.45 -1.13 -2.68
C15 1.90 -0.92 -4.13
C16 0.40 -2.23 -2.54
C17 2.72 -1.42 -1.88
C18 -1.01 0.93 -2.62
C19 -1.24 2.39 -2.19
C20 -2.11 0.15 -1.84
C21 -1.42 0.90 -4.10
H13 1.59 2.10 -3.73
H14 2.90 1.75 -2.55
H15 1.73 2.93 -2.15
H16 1.04 -0.77 -4.75
H17 2.38 -1.81 -4.63
H18 2.51 -0.09 -4.21
H19 -0.44 -2.05 -3.24
H20 0.06 -2.26 -1.47
H21 0.79 -3.24 -2.69
H22 3.51 -0.63 -1.87
H23 3.25 -2.34 -2.14
H24 2.53 -1.57 -0.82
H25 -1.13 2.45 -1.13
H26 -2.29 2.71 -2.40
H27 -0.58 3.10 -2.71
H28 -1.81 0.01 -0.82
H29 -2.29 -0.87 -2.31
H30 -3.08 0.66 -1.82
H31 -0.64 1.44 -4.70
H32 -2.46 1.45 -4.15
H33 -1.50 -0.04 -4.54

Results
* frontier orbital gap (spin up / spin down): 6.99 / 6.73 eV
* <S²>: 6.023
* highest occupied orbital energy (spin up / spin down): -4.07 / -3.85 eV
* multiplicity: 5
* net charge: -1
* total energy: -2414.00137 hartree


A cluster of 2 separate species, CH5NO2S in total at a distorted geometry. Source: the Open Molecules 2025 dataset; level of theory: wB97M-V/def2-TZVPD.

Positions of all 10 atoms, in Å:
C1 -1.01 -0.79 0.24
N1 0.19 1.61 0.14
O1 2.48 -0.52 -0.79
O2 0.27 -1.36 -0.18
S1 1.58 -0.45 0.31
H1 -1.32 -1.10 1.20
H2 -1.66 -1.38 -0.31
H3 -1.18 0.23 0.20
H4 -0.14 1.36 -0.79
H5 0.79 2.41 -0.02

Results
* frontier orbital gap (spin up / spin down): 7.92 / 9.07 eV
* relative energy (zero: lowest compared OMol25 entry of this formula, charge and spin): 99.0 kcal/mol
* highest occupied orbital energy (spin up / spin down): -8.77 / -9.83 eV
* total energy: -644.38648 hartree


- Among the records above, which one has the lowest total energy?
  C24H35Cl2N2O4PS4SbSe4Ti


- Among the records above, which one has the highest total energy?
  C5H10O2


- total energy of number 6 (CH5NO2S)?
  -644.38648 hartree